[1]
C5H12O | the ωB97M-V functional and the def2-TZVPD basis

```
! RIJCOSX wB97M-V def2-TZVPD def2/J DEFGRID3
* xyz 0 1
C -1.771 -1.246 1.669
C -1.671 -0.120 0.655
C -0.223 -0.039 0.139
O -0.218 0.596 -1.085
C 1.037 0.418 -1.644
C 2.158 1.152 -0.900
H -2.787 -1.364 2.057
H -1.100 -1.058 2.516
H -1.458 -2.179 1.190
H -2.036 0.823 1.109
H -2.333 -0.296 -0.204
H 0.442 0.461 0.864
H 0.463 -1.099 -0.174
H 0.926 0.767 -2.690
H 1.214 -0.786 -1.383
H 2.981 1.382 -1.579
H 2.540 0.496 -0.114
H 1.836 2.091 -0.425
*
```

Summary:
Structure (SMILES): CCCOCC
ΔE to the lowest compared entry with this formula, charge and spin (kJ/mol): 188.1
Max |F| (eV/A): 3.51

Per-atom natural (NBO) charges, elementary charge units: -0.60 -0.43 -0.03 -0.53 -0.05 -0.66 0.21 0.20 0.21 0.21 0.21 0.16 0.13 0.20 0.14 0.22 0.21 0.22

=====

[2]
C3H7ClN2O | the ωB97M-V functional and the def2-TZVPD basis

```
! RIJCOSX wB97M-V def2-TZVPD def2/J DEFGRID3
* xyz 0 1
O -1.790 -2.235 0.182
C -2.201 -1.163 0.064
N -2.818 -0.188 -0.255
Cl -2.868 1.426 0.176
C 0.732 1.395 -0.175
N 0.493 0.002 -0.504
C 1.205 -0.906 0.376
H 1.792 1.687 -0.237
H 0.156 2.021 -0.854
H 0.393 1.575 0.846
H 0.779 -0.169 -1.462
H 1.008 -1.929 0.062
H 2.292 -0.738 0.390
H 0.828 -0.778 1.392
*
```

Summary:
Structure (SMILES): O=C=NCl.CNC
ΔE to the lowest compared entry with this formula, charge and spin (kJ/mol): 139.5
Max |F| (eV/A): 1.79

Per-atom natural (NBO) charges, elementary charge units: -0.49 0.87 -0.60 0.22 -0.41 -0.63 -0.42 0.16 0.20 0.19 0.35 0.21 0.16 0.19

=====

[3]
H34KrO17 | the ωB97M-V functional and the def2-TZVPD basis

```
! RIJCOSX wB97M-V def2-TZVPD def2/J DEFGRID3
* xyz 0 1
Kr 0.381 -0.124 -0.072
O -3.213 -0.904 -2.279
H -3.296 -0.198 -1.639
H -3.478 -0.508 -3.109
O -3.518 1.163 -0.379
H -3.124 1.589 0.382
H -4.459 1.190 -0.209
O -1.773 -2.799 -0.641
H -1.986 -2.888 0.288
H -2.502 -2.299 -1.008
O 2.838 2.743 -1.387
H 2.097 2.719 -1.992
H 3.298 1.917 -1.538
O 1.142 0.405 3.896
H 1.242 -0.296 4.540
H 0.249 0.302 3.566
O 3.762 -2.277 -1.079
H 3.502 -2.268 -0.158
H 3.125 -2.852 -1.503
O -1.413 0.080 2.973
H -1.692 0.925 2.621
H -1.923 -0.026 3.776
O 2.160 2.990 1.454
H 2.341 2.906 0.517
H 2.570 2.220 1.847
O 3.179 -2.360 2.079
H 3.445 -2.638 2.956
H 2.316 -2.756 1.953
O 1.503 -0.178 -3.793
H 2.396 -0.109 -3.454
H 1.220 0.729 -3.908
O 0.918 -3.623 0.760
H 0.505 -4.481 0.853
H 0.256 -3.082 0.329
O -2.349 2.558 1.750
H -1.442 2.797 1.939
H -2.836 3.378 1.834
O -1.950 2.506 -2.308
H -2.302 1.994 -1.579
H -2.457 3.318 -2.297
O 0.604 2.399 -3.387
H 0.669 3.185 -3.929
H -0.248 2.474 -2.957
O 3.283 0.378 2.404
H 3.501 -0.507 2.112
H 2.469 0.275 2.896
O -0.711 -1.668 -3.378
H -1.357 -1.240 -2.816
H 0.083 -1.143 -3.274
O -2.263 -2.348 2.180
H -1.707 -1.592 2.369
H -3.056 -1.973 1.796
*
```

Summary:
ΔE to the lowest compared entry with this formula, charge and spin (kJ/mol): 17.3
Max |F| (eV/A): 1.18

Per-atom natural (NBO) charges, elementary charge units: 0.00 -0.97 0.49 0.49 -0.99 0.51 0.49 -0.97 0.47 0.49 -0.96 0.49 0.48 -0.95 0.47 0.49 -0.96 0.48 0.47 -0.96 0.50 0.49 -1.00 0.49 0.49 -0.98 0.48 0.51 -0.97 0.47 0.50 -0.98 0.48 0.50 -0.98 0.51 0.50 -0.97 0.50 0.48 -0.99 0.48 0.51 -1.01 0.49 0.48 -0.98 0.47 0.48 -0.96 0.49 0.46